# 1
Here is a structure of composition C37H35ClN2S2Si2Sn in a non-equilibrium geometry from the OMol25 dataset. Energies are from ωB97M-V/def2-TZVPD.

Cartesian coordinates (Å):
C: -2.201 -0.732 1.528
C: -2.999 -0.273 0.481
C: -3.066 -1.299 -0.526
H: -3.513 0.693 0.405
C: -2.269 -2.400 -0.065
C: -1.738 -2.056 1.201
H: -1.098 -2.685 1.805
H: -1.970 -0.206 2.449
H: -3.615 -1.249 -1.488
H: -2.128 -3.342 -0.617
Sn: -0.150 -0.287 -1.970
Si: -0.899 -0.493 -6.485
C: -0.541 1.092 -7.475
C: 0.685 1.123 -8.219
H: 1.351 0.233 -8.218
C: 1.088 2.241 -8.936
H: 2.049 2.225 -9.447
C: 0.259 3.374 -8.937
H: 0.615 4.282 -9.418
C: -0.981 3.343 -8.297
H: -1.643 4.209 -8.345
C: -1.386 2.213 -7.585
H: -2.375 2.165 -7.100
C: -0.343 -1.690 -7.895
C: -0.758 -1.445 -9.239
H: -1.579 -0.745 -9.413
C: -0.103 -2.049 -10.314
H: -0.393 -1.797 -11.338
C: 0.903 -2.990 -10.058
H: 1.437 -3.432 -10.890
C: 1.186 -3.389 -8.744
H: 1.895 -4.194 -8.530
C: 0.522 -2.785 -7.658
H: 0.628 -3.161 -6.636
H: -2.365 -0.705 -6.348
Si: 2.753 0.921 -5.993
C: 2.322 -0.618 -4.924
C: 0.992 -1.000 -4.740
H: 0.068 -0.378 -5.100
C: 0.609 -2.079 -3.927
H: -0.456 -2.298 -3.879
C: 1.567 -2.815 -3.217
H: 1.242 -3.691 -2.636
C: 2.900 -2.485 -3.414
H: 3.683 -3.082 -2.920
C: 3.292 -1.440 -4.294
H: 4.336 -1.251 -4.507
C: 1.841 2.466 -5.419
C: 0.738 2.219 -4.569
H: 0.696 1.255 -4.064
C: -0.268 3.149 -4.334
H: -1.169 2.894 -3.796
C: -0.091 4.456 -4.823
H: -0.852 5.239 -4.628
C: 1.088 4.775 -5.526
H: 1.304 5.813 -5.790
C: 2.001 3.782 -5.892
H: 2.808 4.020 -6.565
H: 4.076 1.191 -5.598
Cl: 2.086 0.520 -1.901
C: -1.034 3.683 -0.382
C: -0.243 2.860 0.579
N: 0.247 1.672 0.382
C: 1.018 1.208 1.426
C: 1.073 2.108 2.497
S: 0.125 3.494 2.225
C: 1.562 -0.125 1.461
C: 2.233 -0.678 2.557
S: 2.580 -2.329 2.339
C: 1.787 -2.255 0.741
N: 1.341 -1.062 0.435
C: 1.641 -3.512 -0.033
H: -1.974 3.153 -0.632
H: -1.235 4.680 0.063
H: -0.411 3.793 -1.291
H: 1.591 1.921 3.426
H: 2.419 -0.136 3.472
H: 2.557 -3.692 -0.609
H: 1.504 -4.353 0.670
H: 0.777 -3.428 -0.682

Cartesian forces (eV/Å) of the 3 atoms listed first:
-1.0 1.3 -0.8
0.4 0.5 0.9
0.5 -0.8 0.0

Summary:
LUMO energy (alpha / beta) in Ha: -0.2782 / -0.2782
Spin multiplicity: 1
Energy in eV: -97676.6824
Energy above the lowest of the compared OMol25 structures with the same formula, charge and spin in kcal per mole: 149.63
Gap between HOMO and LUMO (alpha / beta) in eV: 5.01 / 5.01
Total charge: +2

---

# 2
Here is a structure of composition C33H39BCl5N6OsS3 from the OMol25 dataset. Energies are from ωB97M-V/def2-TZVPD.

Cartesian coordinates (Å):
Os: -0.426 -2.055 2.795
C: -3.418 -3.506 -1.168
C: -2.198 -2.634 -1.191
C: -1.485 -2.367 -2.339
C: -0.335 -1.556 -2.308
N: 0.053 -0.980 -1.177
N: -0.624 -1.237 -0.083
B: -0.184 -0.537 1.261
N: 1.249 0.055 1.209
N: 1.413 1.085 0.367
C: 2.589 1.657 0.320
C: 3.661 1.190 1.124
C: 3.488 0.164 2.008
C: 4.575 -0.336 2.910
C: 2.189 -0.393 2.038
S: 1.824 -1.652 3.185
C: 2.786 2.836 -0.612
C: 1.480 3.196 -1.315
C: 3.271 4.039 0.216
C: 3.849 2.453 -1.655
N: -1.227 0.598 1.561
N: -1.588 1.292 0.475
C: -2.418 2.298 0.634
C: -2.887 2.647 1.925
C: -2.550 1.914 3.027
C: -3.057 2.219 4.403
C: -1.694 0.815 2.786
S: -1.259 -0.275 4.082
C: -2.861 3.074 -0.591
C: -2.302 2.444 -1.863
C: -2.345 4.516 -0.452
C: -4.398 3.070 -0.645
C: -1.680 -2.056 -0.026
S: -2.363 -2.365 1.562
C: 0.524 -1.274 -3.531
C: 0.157 0.132 -4.033
C: 2.006 -1.316 -3.135
C: 0.266 -2.296 -4.641
H: -3.638 -3.882 -2.164
H: -4.288 -2.948 -0.816
H: -3.282 -4.358 -0.501
H: -1.800 -2.810 -3.273
H: 4.629 1.669 1.048
H: 5.506 0.190 2.713
H: 4.746 -1.405 2.766
H: 4.313 -0.183 3.959
H: 0.721 3.512 -0.596
H: 1.083 2.351 -1.880
H: 1.660 4.019 -2.006
H: 2.558 4.295 1.002
H: 3.368 4.903 -0.442
H: 4.246 3.873 0.673
H: 3.543 1.580 -2.236
H: 4.818 2.242 -1.201
H: 3.987 3.285 -2.345
H: -3.547 3.497 2.035
H: -3.686 3.106 4.391
H: -2.232 2.393 5.095
H: -3.643 1.385 4.794
H: -1.214 2.390 -1.840
H: -2.603 3.047 -2.719
H: -2.690 1.432 -2.006
H: -1.258 4.544 -0.362
H: -2.776 5.025 0.412
H: -2.625 5.084 -1.338
H: -4.791 2.054 -0.712
H: -4.721 3.613 -1.533
H: -4.853 3.562 0.214
H: 0.276 0.877 -3.247
H: -0.875 0.165 -4.387
H: 0.808 0.398 -4.866
H: 2.218 -0.664 -2.287
H: 2.612 -0.989 -3.979
H: 2.312 -2.334 -2.882
H: -0.738 -2.216 -5.061
H: 0.432 -3.322 -4.304
H: 0.963 -2.107 -5.456
Cl: 1.279 -3.713 0.045
C: 0.855 -4.668 1.401
C: 0.169 -4.036 2.473
C: -0.139 -4.801 3.610
Cl: -0.903 -3.887 4.876
C: 0.154 -6.129 3.737
Cl: -0.234 -7.004 5.113
C: 0.829 -6.759 2.618
Cl: 1.196 -8.364 2.710
C: 1.181 -6.003 1.450
Cl: 1.990 -6.767 0.178

Cartesian forces (eV/Å) of the 3 atoms listed first:
-0.2 0.1 -0.2
0.1 0.0 0.0
-0.1 -0.1 -0.1

Summary:
LUMO energy (alpha / beta) in Ha: -0.3175 / -0.4477
Spin multiplicity: 5
Energy in eV: -142031.9531
Gap between HOMO and LUMO (alpha / beta) in eV: 8.02 / 4.40
Total charge: +3
⟨S²⟩: 6.042

---

# 3
Here is the ion C3H9N2O with charge +1 in a non-equilibrium geometry from the OMol25 dataset. Energies are from ωB97M-V/def2-TZVPD.

Cartesian coordinates (Å):
C: 0.544 0.166 0.431
C: -0.899 0.198 0.151
C: 1.516 -0.714 -0.407
N: -1.758 -0.685 0.628
N: -1.393 1.295 -0.462
O: 0.894 1.557 0.285
H: 0.901 -0.112 1.482
H: 1.716 -1.709 -0.060
H: 2.506 -0.231 -0.413
H: 1.050 -0.676 -1.383
H: -1.541 -1.493 1.045
H: -2.688 -0.686 0.281
H: 1.539 1.683 1.039
H: -0.754 1.948 -0.761
H: -2.425 1.520 -0.641

Cartesian forces (eV/Å) of the 3 atoms listed first:
3.4 0.3 1.9
-2.6 1.3 0.1
-0.8 1.2 -0.8

Summary:
LUMO energy in Ha: -0.1446
Spin multiplicity: 1
Energy in eV: -8277.7086
Energy above the lowest of the compared OMol25 structures with the same formula, charge and spin in kcal per mole: 31.48
Gap between HOMO and LUMO in eV: 11.18
Total charge: +1

---

# 4
Here is the ion C2H5N2Si with charge +1 in a non-equilibrium geometry from the OMol25 dataset. Energies are from ωB97M-V/def2-TZVPD.

Cartesian coordinates (Å):
C: -2.132 0.930 0.188
C: -0.633 -1.001 0.099
N: -1.388 0.018 -0.126
N: 0.823 -0.930 0.161
Si: 1.596 0.582 -0.066
H: -2.388 1.684 -0.575
H: -0.901 -2.021 0.217
H: 1.137 -1.891 0.319
H: 2.984 0.788 -0.382
H: 0.901 1.841 0.165

Cartesian forces (eV/Å) of the 3 atoms listed first:
0.3 0.0 -1.2
5.6 -1.0 0.7
-0.1 0.8 0.2

Summary:
LUMO energy (alpha / beta) in Ha: -0.1909 / -0.2520
Spin multiplicity: 3
Energy in eV: -13000.6093
Energy above the lowest of the compared OMol25 structures with the same formula, charge and spin in kcal per mole: 20.88
Gap between HOMO and LUMO (alpha / beta) in eV: 6.01 / 10.03
Total charge: +1
⟨S²⟩: 2.015